1.
Density functional theory data (wB97M-V/def2-TZVPD) for C3H8N2S in the gas phase.

CARTESIAN COORDINATES (ANGSTROEM)
H -2.3936 0.5501 -0.1643
H 0.0566 -2.1894 -0.0588
C 0.5057 -0.1237 0.0709
H 1.5446 -1.7911 -0.7242
H -0.0328 1.7415 0.3403
H 2.1421 -1.8132 1.5623
C 1.4497 -1.1363 2.1147
H 2.0770 -0.6660 2.8824
N -0.0856 1.0507 -0.4181
S -1.5919 1.0140 -1.2050
H 0.6480 -1.6169 2.7236
N 0.9749 -0.0629 1.2367
C 0.5502 -1.4254 -0.7312
H 0.1701 -1.2416 -1.7373

Force components x, y, z for each atom (eV/Å):
0.489 0.277 -0.728
-0.225 0.692 -1.337
0.395 -1.887 0.597
1.217 -0.023 -0.403
-0.030 -0.267 -0.542
-0.751 -0.236 0.516
0.948 0.563 -0.760
-0.058 0.017 -0.213
0.137 0.449 0.037
-0.232 -0.424 0.789
0.301 0.036 -1.040
-0.630 0.800 1.657
-1.385 0.734 1.219
-0.176 -0.732 0.209

- energy (a.u.) = -626.758176
- frontier orbital gap (Eh) = 0.3574
- energy above the lowest of the compared OMol25 structures with the same formula, charge and spin (kcal/mol) = 40.9
- SMILES = C/N=C(\C)NS



2.
Density functional theory data (wB97M-V/def2-TZVPD) for C3H8N2S in the gas phase.

CARTESIAN COORDINATES (ANGSTROEM)
H 1.1192 -1.3768 -0.3904
C 0.7917 -0.3621 -0.3900
N -0.4012 -0.2968 0.3534
C 0.6278 0.2304 -1.7878
S 0.0214 1.9834 -1.7985
H 0.9619 2.4811 -0.9652
N -0.4828 -1.0723 1.4284
H 1.6232 0.1618 0.1793
C -1.2932 -0.7734 2.3189
H -0.0940 -0.3246 -2.3287
H -2.1013 0.0195 2.1878
H -1.3803 -1.4746 3.1637
H 1.5771 0.2595 -2.3283
H -0.9694 0.5449 0.3572

Force components x, y, z for each atom (eV/Å):
0.070 -0.909 -0.429
1.491 1.666 0.374
-1.523 -0.035 -0.437
0.989 1.039 0.789
0.125 -0.409 0.286
-0.132 -0.157 -0.198
1.750 -0.343 -0.643
-0.520 -0.123 -0.740
-2.867 0.062 1.749
-0.717 -0.491 -0.668
1.146 -0.634 0.283
-0.005 0.568 -0.346
-0.162 -0.345 0.117
0.356 0.112 -0.137

- energy (a.u.) = -626.739399
- frontier orbital gap (Eh) = 0.3443
- energy above the lowest of the compared OMol25 structures with the same formula, charge and spin (kcal/mol) = 52.6
- SMILES = C=NNCCS



3.
Density functional theory data (wB97M-V/def2-TZVPD) for C3H8N2S2 in the gas phase.

CARTESIAN COORDINATES (ANGSTROEM)
H 3.1934 -1.0305 0.0304
S -1.7482 0.8751 -0.2629
H 2.2036 2.1745 0.4496
H -0.9984 -0.2235 1.7405
N 1.4777 1.5193 -0.0670
H 0.4394 1.5662 0.1318
H -3.1978 -0.2831 1.1635
C -1.9730 -0.5854 0.9167
C -0.7995 -0.2843 -1.0678
N 3.0494 0.0340 0.1902
H -1.5607 -1.2559 -1.1070
H -1.9891 -1.7723 0.3439
C 1.8603 0.2071 -0.0875
H -0.5689 0.1928 -2.1097
S 0.6118 -1.1340 -0.2646

Force components x, y, z for each atom (eV/Å):
0.518 2.078 0.611
-0.918 -1.038 1.787
-2.346 -1.989 -1.433
-3.690 -2.175 -2.020
-1.734 1.582 0.939
1.789 0.978 0.011
3.683 -1.430 0.569
-2.406 1.540 2.244
0.227 -2.428 -4.693
2.936 -4.861 -0.362
2.301 2.477 -1.325
0.249 3.897 2.217
-1.656 1.274 0.441
0.137 -1.526 1.609
0.911 1.619 -0.595

- energy (a.u.) = -1024.823828
- frontier orbital gap (Eh) = 0.3461
- energy above the lowest of the compared OMol25 structures with the same formula, charge and spin (kcal/mol) = 111.1
- SMILES = [H]/N=C(/N)SCSC



4.
Density functional theory data (wB97M-V/def2-TZVPD) for a molecular structure, C3H8N2S2.

CARTESIAN COORDINATES (ANGSTROEM)
H 2.8755 -2.0797 0.7864
H 2.1358 -0.4391 1.8275
H -1.3635 0.6006 -2.7059
N -1.1984 0.4628 -0.6919
C -0.1473 0.2093 0.0253
H 1.0524 0.8873 1.3601
H -1.1088 2.5542 0.5472
H 0.8370 -2.0700 1.1648
N 0.1012 0.7898 1.2205
S 1.4235 -0.5676 -0.6784
C -1.7200 -0.0377 -1.8812
C 1.8944 -1.4178 0.9242
H -2.7714 -0.0593 -1.8399
H -1.3553 -1.0276 -1.9737
S -0.6551 2.1949 1.9151

Force components x, y, z for each atom (eV/Å):
-2.407 1.476 0.320
-0.622 -3.736 -2.649
-0.336 -0.390 -0.064
2.020 1.053 4.527
-1.778 0.698 -4.108
2.021 0.108 0.325
0.485 -0.145 2.339
3.552 1.749 -0.075
-1.159 0.435 1.324
-0.828 -0.387 1.499
1.775 0.149 -0.768
-0.549 0.480 1.681
-1.342 0.151 -0.081
0.290 -1.334 -0.905
-1.121 -0.307 -3.365

- energy (a.u.) = -1024.864637
- frontier orbital gap (Eh) = 0.3314
- energy above the lowest of the compared OMol25 structures with the same formula, charge and spin (kcal/mol) = 85.5



5.
Density functional theory data (wB97M-V/def2-TZVPD) for a molecular structure, C3H8N2S2.

CARTESIAN COORDINATES (ANGSTROEM)
H -3.5910 -0.8092 -0.4293
S 1.5005 -1.4315 -0.1211
H -1.4192 1.2554 -1.1611
H -0.9529 2.7036 0.0172
H -1.8343 1.1135 0.7143
H -0.8683 -1.8683 -1.1588
S -2.5320 -1.2112 0.4136
N 0.1897 0.7862 0.0315
C -1.0558 1.5045 -0.0666
H 2.6849 -0.3596 1.7915
C 2.7246 -0.2774 0.4407
N -1.1116 -1.0684 -0.4406
H 3.6843 -0.7485 0.1439
H 2.5137 0.8853 -0.0564
C 0.0674 -0.4746 -0.1190

Force components x, y, z for each atom (eV/Å):
1.509 0.086 0.314
0.308 -1.317 -0.296
-0.027 0.747 2.046
0.035 -2.947 -0.073
1.319 1.151 -1.571
-1.174 1.670 2.105
-1.341 -0.562 0.565
-0.148 0.129 1.094
-1.518 1.594 -0.947
0.194 0.883 -4.332
-0.071 2.162 2.547
0.186 -3.984 -3.941
-0.476 0.639 0.140
0.728 -3.631 1.829
0.475 3.381 0.519

- energy (a.u.) = -1024.863718
- frontier orbital gap (Eh) = 0.3345
- energy above the lowest of the compared OMol25 structures with the same formula, charge and spin (kcal/mol) = 86.1



6.
Density functional theory data (wB97M-V/def2-TZVPD) for C3H8N2S3 in the gas phase.

CARTESIAN COORDINATES (ANGSTROEM)
H -0.8666 -3.1292 1.6951
N -1.1781 -0.8022 0.7877
S 1.7729 1.6288 0.9353
H -1.1600 -0.9619 -0.1260
C 0.3352 -0.2050 -1.8200
S 0.4052 -0.1426 3.0244
S -1.9571 -2.0182 1.7780
H 1.0654 2.6918 1.6194
C 0.0073 -0.1405 1.3303
H 0.0232 -1.3085 -1.6319
H 1.5488 -0.3956 -1.9624
H 0.0928 -0.0038 -3.0186
H 0.5943 1.9250 -1.3226
H -1.1157 1.4074 -0.8072
N 0.4521 0.5383 0.4343
C -0.0196 0.9161 -0.9157

Force components x, y, z for each atom (eV/Å):
-2.239 2.257 0.241
0.377 -0.302 7.335
-0.461 1.153 0.300
-0.093 -1.026 -4.491
2.193 -2.739 -5.243
-0.508 -0.411 -2.180
2.677 -1.386 -1.410
0.594 -1.798 -0.941
-6.207 -5.458 6.565
-0.064 2.110 0.036
-2.904 0.998 0.941
0.137 -0.342 3.249
-1.428 -2.989 1.489
2.087 -1.964 -0.530
6.465 8.502 -5.098
-0.626 3.395 -0.264

- energy (a.u.) = -1423.013740
- frontier orbital gap (Eh) = 0.2951
- energy above the lowest of the compared OMol25 structures with the same formula, charge and spin (kcal/mol) = 84.7
- SMILES = CCN(S)C(=S)NS



Number 1: LUMO energy 0.833 eV. Number 2: LUMO energy 0.897 eV. Number 3: LUMO energy 0.296 eV. Number 4: LUMO energy 0.332 eV. Number 5: LUMO energy 0.547 eV. Number 6: LUMO energy 0.399 eV.